1.
Below is one molecule with the formula C3H8N2 in a non-equilibrium geometry, with properties calculated with wB97M-V/def2-TZVPD.

XYZ file:
```
13
Properties=species:S:1:pos:R:3
C -1.140 -0.280 1.619
C -0.403 0.818 0.968
C 0.940 -0.760 -1.831
H -0.459 -0.857 2.295
H -1.998 0.008 2.162
H -1.581 -0.966 0.878
H 0.033 1.540 1.664
H -1.113 1.414 0.439
H 1.389 -0.078 0.377
H 2.001 -0.935 -1.419
H 0.660 -1.146 -2.801
N 0.552 0.403 0.018
N 0.117 -0.068 -1.179
```

HOMO-LUMO gap, eV: 9.7
DFT total energy, eV: -6219.2392
Total charge: 0
Highest occupied orbital energy, eV: -8.51
SMILES: C=NNCC
E_LUMO, eV: 1.22

2.
Below is a 2-piece molecular cluster, C4H15N2OS overall in a non-equilibrium geometry, with properties calculated with wB97M-V/def2-TZVPD.

XYZ file:
```
23
Properties=species:S:1:pos:R:3
N -1.145 0.316 -0.522
C -0.038 -0.573 -1.100
C 1.218 0.234 -1.225
S 1.117 1.581 -2.569
C 0.170 -1.784 -0.027
N -0.465 -1.281 1.230
C 0.528 -0.965 2.264
H -1.675 0.535 -1.363
H -0.572 1.118 -0.215
H -1.548 -0.345 0.192
H -0.279 -0.976 -2.043
H 1.437 0.861 -0.258
H 2.018 -0.423 -1.528
H 1.357 0.824 -3.703
H -0.406 -2.634 -0.340
H 1.170 -2.082 0.120
H -1.059 -2.052 1.636
H 0.099 -0.728 3.154
H 0.953 0.034 1.796
H 1.288 -1.648 2.471
H -0.756 3.677 0.369
H -1.849 3.218 1.290
O -1.565 3.090 0.371
```

HOMO-LUMO gap, eV: 10.2
DFT total energy, eV: -20246.6484
Total charge: +1
Highest occupied orbital energy, eV: -13.03
E_LUMO, eV: -2.78